1.
Formula: C2H4FNO2S
Source: OMol25
Level of theory: ωB97M-V with the def2-TZVPD basis set

Cartesian coordinates (Å):
H  1.091  1.490  1.368
F  0.407  3.614  -0.481
H  -1.485  -2.494  0.816
H  -0.453  -1.610  1.779
S  -0.010  -1.302  -0.438
O  -1.245  -1.011  -1.228
C  0.330  2.252  -0.572
C  0.869  1.489  0.334
O  1.019  -2.088  -1.026
N  -0.538  -2.161  0.956
H  0.014  1.821  -1.506

Results
multiplicity = 1
orbital gap (alpha / beta) = 7.849 / 8.945 eV
maximum force = 0.064 Eh/bohr

Atom charges from the Mulliken analysis, given in e for atoms 1 to 5: atom 1 (H): 0.331, atom 2 (F): -0.210, atom 3 (H): 0.294, atom 4 (H): 0.285, atom 5 (S): 0.849


2.
Formula: C3H7NO2
Source: OMol25
Level of theory: ωB97M-V with the def2-TZVPD basis set

Cartesian coordinates (Å):
H  -0.263  1.662  0.738
H  3.240  -0.700  0.637
H  2.543  -0.945  -1.249
C  2.438  -0.523  -0.206
O  -2.192  -0.570  -0.637
H  -2.218  -1.642  -0.290
H  -1.074  1.568  -1.001
C  -1.358  -0.048  0.489
O  0.607  0.582  -0.829
H  -0.483  -0.835  0.895
C  -0.641  1.040  -0.135
N  1.458  0.165  0.215
H  -2.058  0.246  1.372

Results
multiplicity = 1
orbital gap = 10.575 eV
SMILES string = C=NOCCO
maximum force = 0.128 Eh/bohr

Atom charges from the Mulliken analysis, given in e for atoms 1 to 5: atom 1 (H): 0.249, atom 2 (H): 0.239, atom 3 (H): 0.287, atom 4 (C): -0.284, atom 5 (O): -0.528


3.
Formula: C2H2ClIO2P
Source: OMol25
Level of theory: ωB97M-V with the def2-TZVPD basis set

Cartesian coordinates (Å):
H  0.104  -2.221  -0.338
O  0.898  -0.400  -0.750
Cl  0.822  1.695  -2.493
C  -0.515  -0.734  1.107
I  -0.965  2.312  0.347
C  0.148  -1.153  -0.014
H  -1.480  -1.245  1.306
P  1.283  1.281  -0.713
O  -0.295  0.465  1.546

Results
multiplicity = 1
charge = +1
orbital gap (alpha / beta) = 6.854 / 7.529 eV
maximum force = 0.061 Eh/bohr

Atom charges from the Mulliken analysis, given in e for atoms 1 to 5: atom 1 (H): 0.369, atom 2 (O): -0.253, atom 3 (Cl): 0.013, atom 4 (C): 0.146, atom 5 (I): 0.357


4.
Formula: C32H63Cl7N3O3
Source: OMol25
Level of theory: ωB97M-V with the def2-TZVPD basis set

Cartesian coordinates (Å):
H  1.523  2.287  7.167
C  1.803  -4.705  -2.258
H  -0.098  1.879  6.524
C  1.368  2.861  -1.165
C  -3.046  -1.441  -0.753
H  -0.338  1.332  4.360
H  1.747  -3.661  -1.936
H  1.044  3.755  -0.629
H  2.850  3.820  -2.287
C  2.002  3.159  -2.497
O  0.691  4.521  5.895
H  3.591  -5.848  -2.956
H  -2.162  -4.147  -0.961
C  3.941  -6.261  2.895
Cl  1.196  -0.825  2.061
Cl  0.032  -4.942  1.303
H  2.729  2.379  2.471
Cl  4.010  -5.230  -0.762
C  -3.519  -3.243  -3.982
H  -0.919  4.828  -4.901
C  3.322  2.426  3.383
H  0.591  2.142  2.974
H  -3.899  -6.057  -2.088
H  -2.237  3.787  -4.469
H  3.839  -4.220  -2.869
H  -6.463  -1.372  -1.280
H  1.659  4.042  -4.342
C  2.406  4.647  4.301
C  -0.478  1.886  0.016
H  2.479  2.333  -3.029
H  3.672  6.487  4.337
H  2.123  2.362  -0.555
H  1.289  0.456  -2.617
H  0.818  1.618  -4.678
C  -3.920  -5.402  -2.963
H  -3.893  -1.386  -4.959
C  -5.560  -1.367  -0.668
C  3.617  3.861  3.802
C  -4.487  -1.208  -2.820
H  4.331  2.028  3.259
H  1.161  6.099  3.119
H  0.932  4.888  -3.114
H  1.143  0.694  6.388
C  -0.155  2.105  -4.746
H  3.549  5.644  5.800
H  -4.323  -0.132  -2.801
H  -1.220  2.675  0.168
C  -1.296  4.198  -4.097
H  -1.583  4.746  -3.198
H  -0.513  -3.253  2.972
C  1.576  5.094  3.053
C  -0.195  -3.262  1.933
C  -4.322  -1.867  -1.455
C  0.100  1.899  -1.380
H  1.965  -2.929  2.255
H  -5.668  -1.918  0.263
H  -4.928  -5.494  -3.369
N  1.633  3.888  5.267
C  1.052  3.854  -3.454
H  2.186  5.154  2.148
H  -2.595  -3.553  -4.477
H  1.364  -2.752  0.681
H  -4.302  -3.633  -4.636
C  -0.283  3.135  -3.634
H  -1.057  0.968  0.130
C  3.278  -4.998  -2.348
H  -5.478  -1.541  -3.138
H  -2.985  -1.905  0.231
H  -0.936  -2.860  1.245
C  0.720  0.536  -1.691
H  2.373  0.767  4.215
Cl  4.662  -7.490  3.974
O  -4.581  -4.041  -0.567
H  0.795  4.377  2.805
H  -2.552  -1.352  -3.905
Cl  2.466  -6.832  2.093
H  -3.234  -5.882  -3.661
H  -2.128  -1.537  -1.327
H  0.268  2.072  0.783
H  -1.388  -3.216  -2.320
H  2.121  6.616  5.156
H  4.419  3.836  4.546
C  2.944  5.940  4.940
N  -4.429  -3.329  -1.667
C  0.978  1.770  6.379
H  -0.246  2.620  -5.705
C  1.101  -2.539  1.720
H  -0.433  3.050  4.097
H  4.676  -6.100  2.115
H  4.048  4.451  2.990
C  2.670  1.744  4.611
H  1.264  0.179  -0.819
C  1.359  2.454  5.028
Cl  1.023  -4.813  -3.874
H  -1.511  -4.879  -2.406
Cl  3.644  -4.700  3.656
H  1.234  -5.177  -1.459
O  -1.937  1.881  -2.440
C  -3.582  -1.719  -3.968
N  -0.805  2.484  -2.407
H  -5.489  -0.295  -0.467
H  -0.118  -0.137  -1.901
H  -3.069  -0.352  -0.669
C  0.228  2.186  3.997
C  -3.497  -3.990  -2.601
H  3.303  1.519  5.469
C  -2.074  -4.016  -2.040
H  -0.975  1.388  -4.807

Results
<S²> = 3.763
multiplicity = 4
orbital gap (alpha / beta) = 8.513 / 9.630 eV
maximum force = 0.081 Eh/bohr

Atom charges from the Mulliken analysis, given in e for atoms 1 to 5: atom 1 (H): 0.459, atom 2 (C): -0.012, atom 3 (H): 0.428, atom 4 (C): -1.194, atom 5 (C): -1.194